Entry 1:
A gas-phase ion, C5H4N (charge +1) in a non-equilibrium geometry, computed with ωB97M-V with the def2-TZVPD basis set.

Calculated values
HOMO (alpha / beta) in eV: -15.487 / -15.921
Energy relative to the best compared isomer or geometry (same formula, charge and spin) in eV: 5.599
Orbital gap (alpha / beta) in eV: 8.59 / 7.62
Total charge: +1
F_max in hartree/bohr: 0.0904

Structure (XYZ):
```
10
Properties=species:S:1:pos:R:3:mulliken_charge:R:1
C 1.973 -0.162 0.708 0.7170
H -0.700 0.912 0.696 0.3109
H 1.796 1.430 -0.722 0.3728
N 1.285 0.736 -0.117 -0.0526
C -0.001 -1.175 0.583 -0.2277
H -0.829 -1.811 0.594 0.4365
C -0.119 0.211 0.061 -0.3869
C 2.441 0.910 1.252 -0.3308
C 1.270 -1.426 0.656 -0.1613
H -0.673 0.036 -0.881 0.3222
```


Entry 2:
A molecular structure, C38H49BCdF4N7O2PSSi, computed with ωB97M-V with the def2-TZVPD basis set.

Calculated values
HOMO in eV: -6.762
Orbital gap in eV: 6.63
Total charge: 0
F_max in hartree/bohr: 0.0065

Structure (XYZ):
```
105
Properties=species:S:1:pos:R:3:mulliken_charge:R:1
H -0.084 -0.798 2.600 0.3076
H -1.485 -2.733 -4.990 0.5163
C -7.580 0.570 -0.422 -0.0980
H -3.149 -5.654 -1.549 0.4127
H 3.979 0.963 0.169 0.1063
N 1.797 0.115 -2.028 0.5805
C -6.653 -0.277 -0.953 -0.9368
C 1.392 2.784 2.904 -0.4519
H 1.622 3.793 2.555 0.3905
C -1.455 -2.784 -3.911 -1.2374
H 3.040 0.580 -4.369 0.2186
C -5.947 1.471 1.045 -0.1666
N -5.044 0.623 0.506 0.2713
H 5.328 1.714 1.055 0.3316
C 2.579 -2.272 -3.707 -1.2173
C -1.584 2.431 -1.533 -0.5908
H 0.749 2.302 2.171 -0.6485
C -2.876 4.250 -0.701 -0.9043
H -4.081 0.676 0.841 0.0275
C 2.973 -2.196 -0.731 -0.5792
H 2.766 -2.194 2.478 0.1650
C -1.989 -3.692 0.990 1.7780
H 2.401 -1.732 -4.639 0.3540
C 0.330 1.877 -2.850 0.9226
H 3.245 -1.629 0.160 -0.3220
H -3.183 -5.501 0.902 0.4021
H -0.938 3.387 -3.664 0.5020
H 5.979 -1.011 2.568 0.3042
S -4.062 -1.236 -1.067 -0.2314
H 4.976 -0.448 -3.614 0.4617
H 3.689 -3.014 -0.850 0.6355
C -2.641 -4.846 -1.036 -0.8662
H 3.469 -2.364 4.099 0.4125
H -5.565 2.123 1.817 0.4163
H -8.595 0.555 -0.797 0.3812
F -1.357 2.997 2.357 -0.3283
N 4.314 0.153 2.073 0.7672
H -4.806 2.072 -2.436 0.3948
C 0.648 2.871 -5.015 -0.8280
H -4.965 4.204 -1.182 0.4222
H 0.842 2.856 3.848 0.2867
H -2.596 -4.255 2.978 0.4134
C 2.156 -0.166 5.114 -1.1236
O 1.857 0.302 1.335 0.3801
C -5.307 -0.277 -0.485 0.4728
H -0.356 -0.925 -3.686 0.4722
C -0.639 -1.623 2.170 -0.5242
C 4.808 0.771 0.847 -1.1775
H 6.013 0.620 3.250 0.3190
F -1.074 0.962 3.384 -0.3162
H 3.010 -0.377 5.771 0.2652
O -0.358 1.770 -1.634 -0.3733
H 2.346 2.148 -6.106 0.4032
C -1.987 -3.840 -1.822 1.8171
C -2.026 -3.547 2.387 -0.9989
N 2.422 -0.559 3.745 0.9218
C -2.704 1.861 -2.111 0.5760
C 5.358 -0.225 3.006 -1.0928
H 1.693 -2.874 -3.492 0.2398
C 2.155 1.182 -4.209 -0.4548
C -0.826 -1.765 -3.183 -0.7571
C 1.454 1.028 -2.999 -0.3618
C 3.597 2.604 3.976 -1.1931
C -1.368 -2.502 2.978 -1.5177
N 2.632 2.024 3.061 0.6308
H -2.945 5.164 -0.126 0.3978
C 4.717 -0.456 -2.553 -1.3890
H 4.927 -0.605 3.930 0.2867
H 5.457 -1.077 -2.043 0.4102
H 4.400 1.904 4.197 0.2795
H -7.956 2.151 1.036 0.4291
C -1.283 -2.733 0.258 -0.5366
H -1.405 -2.335 4.045 0.6032
C -3.923 2.509 -1.988 -1.1402
F -1.113 1.080 1.102 0.1265
H 4.037 3.509 3.548 0.2976
H 1.921 0.893 5.168 0.3473
C 1.764 2.076 -5.195 -1.2076
N -0.760 -1.770 -1.871 0.9546
C -1.649 3.615 -0.830 0.2688
H 3.414 -2.958 -3.873 0.4565
H 5.507 0.093 0.352 0.4026
H 1.722 -2.535 3.864 0.3308
C 2.608 -1.985 3.536 -1.1340
H 0.328 3.568 -5.778 0.4080
Cd 0.399 -0.133 -0.417 3.0361
Si 2.970 -1.118 -2.270 0.2338
H 3.119 2.878 4.922 0.4227
H -6.898 -0.970 -1.744 0.4161
F -3.050 1.438 2.294 -0.4072
H 1.292 -0.716 5.497 0.3029
C -2.659 -4.763 0.308 -1.0286
C -0.067 2.767 -3.826 -0.9215
P 2.750 0.484 2.506 -1.2252
H -0.756 4.010 -0.365 0.4544
H -2.542 -4.620 -3.752 0.4380
H -2.622 0.915 -2.631 0.6525
C -7.233 1.475 0.607 -0.8425
H 4.814 0.567 -2.182 0.3503
C -4.010 3.704 -1.284 -0.4535
C -2.032 -3.821 -3.227 -1.0940
C -1.321 -2.784 -1.189 -1.9635
N -0.595 -1.740 0.858 1.7358
B -1.654 1.644 2.308 -0.1097
H 1.989 -2.645 -0.560 0.0288
```


Entry 3:
3 unconnected molecules or ions with the total composition C3H6ClFO2S in a non-equilibrium geometry, computed with ωB97M-V with the def2-TZVPD basis set.

Calculated values
HOMO in eV: -10.092
Orbital gap in eV: 8.90
Total charge: 0
F_max in hartree/bohr: 0.0622

Structure (XYZ):
```
14
Properties=species:S:1:pos:R:3:mulliken_charge:R:1
O 3.649 -1.491 0.491 -0.3828
S 3.183 -0.394 -0.326 0.7133
C -1.606 -0.559 0.003 0.5688
O 3.529 0.927 0.012 -0.4019
H -2.962 -1.154 1.643 0.2812
H 3.683 2.811 0.635 0.3081
H -1.960 0.406 -1.850 0.3307
H -1.350 -1.062 2.024 0.2821
F -0.258 -0.261 -0.243 -0.2184
C -2.283 -0.461 -1.330 -1.0179
H -1.927 -1.271 -1.866 0.2735
Cl 3.683 3.962 0.987 -0.2413
H -3.381 -0.422 -1.355 0.3163
C -2.000 -1.032 1.176 -0.8119
```


Entry 4:
A molecular structure, C8H29CaN8O7 in a non-equilibrium geometry, computed with ωB97M-V with the def2-TZVPD basis set.

Calculated values
HOMO in eV: -10.261
Energy relative to the best compared isomer or geometry (same formula, charge and spin) in eV: 0.245
Orbital gap in eV: 8.24
Total charge: +1
F_max in hartree/bohr: 0.0438

Structure (XYZ):
```
53
Properties=species:S:1:pos:R:3:mulliken_charge:R:1
H 1.221 -4.576 1.243 0.1365
C 1.194 -1.180 -2.775 0.5365
H -0.009 -2.729 -3.323 0.1641
N -1.292 1.534 -3.705 -0.3868
O 1.474 -0.267 -2.013 -0.5028
H 1.666 -1.995 -4.719 0.1526
H -3.541 0.398 0.401 0.2956
H -2.800 -2.076 -1.210 0.1345
O -0.206 1.811 -1.733 -0.4813
H 3.567 -0.346 0.883 0.1625
N -1.253 3.573 -2.771 -0.4778
H 0.550 3.519 0.446 0.1789
O 0.365 2.661 0.834 -0.2535
H 4.808 0.907 0.737 0.3959
N 0.130 -2.005 -2.640 -0.2492
H -1.468 3.862 -3.707 0.1708
H -0.268 4.194 2.130 0.4666
C -0.890 2.276 -2.642 0.4526
C 3.773 0.717 1.011 -0.7601
H -2.856 0.507 -1.169 -0.0052
H -3.625 -2.047 0.308 0.2525
H 1.514 -0.241 4.755 0.2587
H -1.790 2.026 -4.421 0.1460
H -4.511 -1.469 -1.084 0.3982
N 0.511 -0.290 4.693 -0.4209
C -2.895 -0.157 -0.293 -0.3125
H -0.849 4.227 -2.123 0.2226
N -0.301 -2.844 0.776 -0.2787
Ca 0.574 0.465 0.088 2.1123
H 2.656 -0.823 -4.136 0.2664
H -1.152 2.647 2.272 0.2370
H -0.931 -2.085 0.505 -0.0684
H 3.592 0.853 2.080 0.2491
H 3.016 2.272 0.216 0.2034
O 0.551 0.057 2.387 -0.2602
H -0.482 -1.987 -1.840 0.0571
H -1.102 0.548 -3.663 0.2039
O 1.580 -1.542 0.399 -0.3705
N 1.904 -1.453 -3.906 -0.4861
C -0.025 -0.106 3.469 0.2445
H -1.956 -0.376 4.215 0.2093
O 2.701 1.367 0.298 -0.3313
N -1.361 -0.038 3.481 -0.3624
H -0.040 -0.240 5.529 0.1705
C -3.521 -1.493 -0.629 -1.1028
H -1.743 0.007 2.536 0.1186
O -1.653 -0.279 0.340 -0.3620
H 0.559 2.940 2.863 0.2245
H -0.653 -3.780 0.805 0.2316
N 1.708 -3.749 0.963 -0.4196
C -0.185 3.105 2.078 -0.8984
H 2.707 -3.684 1.073 0.2696
C 1.035 -2.616 0.684 0.4677
```


> What is the formula in the first record?

C5H4N


What did the third record say?
3 unconnected molecules or ions with the total composition C3H6ClFO2S in a non-equilibrium geometry, computed with ωB97M-V with the def2-TZVPD basis set.

Calculated values
HOMO in eV: -10.092
Orbital gap in eV: 8.90
Total charge: 0
F_max in hartree/bohr: 0.0622

Structure (XYZ):
```
14
Properties=species:S:1:pos:R:3:mulliken_charge:R:1
O 3.649 -1.491 0.491 -0.3828
S 3.183 -0.394 -0.326 0.7133
C -1.606 -0.559 0.003 0.5688
O 3.529 0.927 0.012 -0.4019
H -2.962 -1.154 1.643 0.2812
H 3.683 2.811 0.635 0.3081
H -1.960 0.406 -1.850 0.3307
H -1.350 -1.062 2.024 0.2821
F -0.258 -0.261 -0.243 -0.2184
C -2.283 -0.461 -1.330 -1.0179
H -1.927 -1.271 -1.866 0.2735
Cl 3.683 3.962 0.987 -0.2413
H -3.381 -0.422 -1.355 0.3163
C -2.000 -1.032 1.176 -0.8119
```


> total charge of number 4 (C8H29CaN8O7)?

+1